Record 1
The following is a quantum chemistry calculation of a structure of composition C4H11NO3 at a distorted geometry, from the OMol25 dataset.

XYZ file:
```
19
Properties=species:S:1:pos:R:3:forces:R:3
C 1.452821 -1.675905 -0.232601 3.0 3.2 12.7
C 1.124045 -0.230651 0.108264 2.5 1.7 -5.0
C -1.263344 -0.238427 0.301224 -2.5 0.1 3.9
C -0.161506 1.582100 -0.714526 -1.7 4.6 -4.8
H 0.757675 -2.648051 1.149853 2.1 -0.4 14.0
H 2.464611 -1.910642 0.167673 -0.1 0.4 -1.0
H 1.237885 -1.943571 -1.039941 -1.6 -2.5 -13.5
H 1.976976 0.514102 -0.556295 -2.1 -2.3 2.5
H 1.052671 0.005212 1.096025 1.2 0.3 3.4
H -1.554489 -1.363023 0.562846 2.4 2.1 -0.9
H -1.115701 0.319308 1.567458 -1.1 -1.4 -3.3
H -3.153813 0.217765 0.031230 -8.7 1.3 6.5
H -1.134505 1.915200 -1.265426 1.0 -1.2 1.4
H 0.527008 1.923461 -1.623272 -0.2 -1.1 2.1
H -0.259875 3.472035 0.462160 1.1 -5.6 -0.7
N -0.105487 0.277661 -0.392304 -1.9 -4.3 -1.4
O 0.622120 -2.643696 0.355299 -3.3 -0.5 -11.7
O -2.468815 0.108694 -0.423026 10.2 -0.7 -6.0
O 0.001721 2.318427 0.445362 -0.4 6.2 2.0
```
Positions in Å, forces in eV/Å.

As for the total energy: -11951.123 eV.

***

Record 2
The following is a quantum chemistry calculation of a cluster of 2 separate species, C4H11NO3 in total at a distorted geometry, from the OMol25 dataset.

XYZ file:
```
19
Properties=species:S:1:pos:R:3:forces:R:3
O -1.618779 -0.237127 -0.555847 1.8 -1.7 -0.7
C -0.524091 -0.661506 -0.875228 -1.5 0.4 0.9
O -0.250436 -1.858626 -1.470471 -1.4 1.2 0.3
C 0.680805 0.246254 -0.537875 0.7 1.4 -3.4
C 0.788388 0.749142 0.997856 3.5 -2.8 0.3
C 0.526124 -0.536909 1.833399 -2.6 1.9 3.4
N 1.868162 -0.402024 -1.080696 2.8 1.6 3.4
H -1.129479 -2.274764 -1.740061 1.3 0.6 0.5
H 0.610647 1.228629 -1.219088 -0.3 -1.8 1.5
H 1.902941 1.013635 1.146663 -1.7 -0.2 -0.3
H 0.251207 1.618831 1.268179 -1.1 0.7 -0.4
H 1.197633 -1.365777 1.641012 0.0 0.0 0.1
H -0.573253 -0.824587 1.792912 1.4 0.0 -0.6
H 0.488917 -0.235428 3.029235 0.8 -0.7 -3.0
H 2.871373 0.139974 -1.033590 -3.2 -1.3 -0.6
H 2.012667 -1.364284 -0.719541 -0.3 0.1 -1.1
H -2.515557 1.114766 -1.109526 0.4 -0.6 0.0
H -3.411356 1.866017 -0.271398 -2.2 0.8 7.0
O -3.175904 1.783780 -1.095932 1.3 0.4 -7.1
```
Positions in Å, forces in eV/Å.

As for the total energy: -11948.287 eV. The total charge is +1. As for the spin multiplicity: 2. The expectation value of S² is 0.756.

***

Record 3
The following is a quantum chemistry calculation of a structure of composition C4H11NO3P at a distorted geometry, from the OMol25 dataset.

XYZ file:
```
20
Properties=species:S:1:pos:R:3:forces:R:3
C -0.190717 1.761995 0.052781 -0.3 -0.1 0.6
C -2.035165 0.207642 -0.615161 0.2 0.1 0.4
C 1.095508 -2.258949 0.049134 -0.2 -0.6 -0.2
C -1.272402 0.822482 0.568827 -0.5 0.1 -0.2
N 1.639477 -1.118878 0.728250 0.2 1.3 -0.2
O 2.038888 0.008105 -1.649806 -0.2 0.1 0.3
O 2.743066 1.241149 0.512725 -0.1 0.2 0.2
O -0.766669 -0.185862 1.402161 -0.4 0.3 0.3
P 2.071210 0.115285 -0.161795 2.4 -1.4 -0.3
H 0.599875 1.158044 -0.415405 -1.1 0.9 -0.5
H -0.591289 2.462363 -0.679411 0.1 -0.1 -0.1
H 0.274782 2.316268 0.865262 0.1 0.0 0.0
H -2.822353 -0.446989 -0.247296 -0.1 -0.1 0.0
H -1.346295 -0.376122 -1.220580 0.1 -0.1 -0.1
H -2.475138 0.989330 -1.230390 -0.1 0.1 -0.1
H 1.564168 -3.165352 0.452741 -0.1 0.0 -0.1
H 0.016300 -2.342871 0.235953 0.0 -0.1 -0.1
H 1.258897 -2.234679 -1.033885 -0.1 -0.1 0.0
H -1.992825 1.399064 1.178716 0.1 0.0 -0.2
H 0.190677 -0.352026 1.207171 0.0 -0.3 0.2
```
Positions in Å, forces in eV/Å.

As for the total energy: -21250.384 eV. The total charge is -1.

***

Record 4
The following is a quantum chemistry calculation of a cluster of 2 separate species, C4H11NO4PS in total at a distorted geometry, from the OMol25 dataset.

XYZ file:
```
22
Properties=species:S:1:pos:R:3:forces:R:3
C -2.370372 -0.103420 -1.791297 1.1 2.7 -0.5
C -1.965720 -1.210018 -0.814449 0.0 0.6 -0.9
C -0.971870 -0.941304 0.272780 -1.5 0.7 4.4
C 0.402293 -0.366941 -0.056237 -0.3 -0.2 -1.6
N 3.095970 0.423648 0.864714 -0.4 -2.5 1.4
O 1.993987 2.760379 2.333170 0.0 0.8 0.9
O 2.132021 -2.606057 1.637363 -0.3 1.6 -0.2
O 1.699273 2.297313 -0.031550 -1.6 1.1 1.0
O -0.318846 2.424538 1.470858 0.5 0.1 -0.2
P 1.563460 -0.060269 1.418607 -0.6 0.7 -1.0
S 1.114303 2.214889 1.344755 0.3 -1.2 -1.3
H -2.808200 0.954546 -1.354748 0.8 -3.0 -0.8
H -1.461334 0.239428 -2.394875 -1.1 -0.4 0.8
H -3.027916 -0.563251 -2.543487 -0.2 0.5 0.3
H -1.558809 -2.017901 -1.409695 -0.1 -0.4 -0.4
H -2.901076 -1.522710 -0.392738 -0.3 -0.6 0.6
H -0.960238 -1.891578 0.961170 0.5 1.5 -1.4
H -1.517446 -0.176929 0.991534 1.1 -1.1 -1.2
H 0.193724 0.519872 -0.793644 1.0 -1.4 1.7
H 0.942377 -1.162819 -0.593160 0.0 0.3 -0.3
H 3.599789 -0.402819 0.638032 0.9 -0.4 -0.4
H 3.124630 1.191404 0.242894 0.0 0.6 -0.8
```
Positions in Å, forces in eV/Å.

As for the total energy: -34127.096 eV. The total charge is -1.

***

Record 5
The following is a quantum chemistry calculation of a cluster of 2 separate species, C4H11NO6S in total at a distorted geometry, from the OMol25 dataset.

XYZ file:
```
23
Properties=species:S:1:pos:R:3:forces:R:3
C -3.227563 -1.326941 -0.046517 -1.3 1.2 2.0
C -2.359439 -0.501174 -0.530469 1.0 1.3 -2.9
S -2.464947 1.201941 0.003583 1.0 0.9 -0.8
O -3.855652 1.570584 0.249054 2.5 -0.6 0.2
O -1.640170 2.084918 -0.882753 -1.9 -1.8 1.9
O -1.638626 0.916297 1.385222 1.3 1.2 -1.8
H -3.161208 -2.313844 -0.259641 0.0 -3.0 -1.0
H -3.981930 -1.066403 0.703145 0.4 0.2 -0.3
H -1.691827 -0.764045 -1.424030 -0.7 0.7 1.8
H -0.627987 0.918761 1.079743 -2.4 0.1 1.0
C 1.437979 -1.281694 0.379639 -1.0 2.4 -1.0
N 0.987650 -0.073101 -0.313381 -1.6 -0.8 2.1
C 1.550803 1.164314 -0.036938 -1.2 2.6 -2.5
O 2.895436 1.172280 -0.168110 2.7 0.5 0.1
O 1.128326 1.790990 1.156317 0.6 -1.0 0.2
O 1.109740 1.958310 -1.119597 -1.9 1.5 -0.3
H 1.026737 -2.031819 -0.228101 -0.1 -1.6 -0.4
H 2.482546 -1.211145 0.373650 1.7 -0.8 0.6
H 0.945079 -1.230393 1.309236 0.0 -0.6 1.5
H 0.972378 -0.188194 -1.286487 0.0 0.1 -1.3
H 3.190627 1.894028 -0.778462 -0.7 -0.9 0.8
H 1.790131 2.490637 1.327336 -0.6 -0.5 0.0
H 0.107280 2.221736 -1.043957 2.3 -1.0 0.1
```
Positions in Å, forces in eV/Å.

As for the total energy: -28934.596 eV. The structure (SMILES) is C=CS(=O)(=O)O.CNC(O)(O)O.

***

Record 6
The following is a quantum chemistry calculation of a structure of composition C4H11NORb, from the OMol25 dataset.

XYZ file:
```
18
Properties=species:S:1:pos:R:3:forces:R:3
Rb -2.240288 -3.610780 -3.038231 0.0 0.1 0.1
C 1.137469 0.270606 1.970585 0.0 0.1 0.2
C 0.394375 0.672625 0.702486 0.0 0.3 0.1
C -0.471986 -0.497966 0.252444 0.4 -0.1 0.8
O -1.066892 -0.327719 -1.013679 -0.2 0.1 -0.4
C -0.196255 -0.539878 -2.104606 -0.3 -0.1 0.3
N -0.483056 1.818044 0.976123 0.0 -0.4 0.0
H 0.455536 -0.199117 2.684477 0.0 0.0 0.0
H 1.562931 1.141237 2.470784 0.0 0.1 -0.1
H 1.966428 -0.408564 1.762768 -0.1 -0.1 -0.1
H 1.144112 0.915757 -0.068308 -0.1 -0.2 0.0
H -1.274471 -0.591659 0.989981 -0.1 0.1 -0.2
H 0.111858 -1.431710 0.316992 0.0 0.1 -0.3
H 0.856403 -0.404294 -1.856263 0.0 0.0 0.0
H -0.464143 0.147631 -2.903849 0.0 0.0 -0.1
H -0.333061 -1.578048 -2.443954 0.3 0.0 -0.2
H 0.049748 2.671298 1.076573 0.0 0.0 0.0
H -1.148708 1.952537 0.225679 0.0 0.0 -0.1
```
Positions in Å, forces in eV/Å.

As for the total energy: -8513.223 eV. The total charge is +1.